1.
Formula: C4H7NO2
Source: the OMol25 dataset
Level of theory: wB97M-V/def2-TZVPD

**Multiplicity**: 1
**HOMO level**: -9.97 eV
**Structure (SMILES)**: C[C@@H](C=O)NC=O

Each line ends with the natural charge from an NBO analysis.
CARTESIAN COORDINATES (ANGSTROEM)
C1 -1.41 0.15 -0.45  -0.61
C2 -0.19 -0.26 0.37  -0.16
C3 -0.10 -1.77 0.37  0.45
O1 0.61 -2.40 -0.37  -0.53
N1 1.07 0.26 -0.12  -0.63
C4 1.37 1.57 0.06  0.53
O2 0.78 2.30 0.82  -0.61
H1 -1.33 -0.21 -1.47  0.22
H2 -1.38 1.23 -0.54  0.24
H3 -2.27 -0.18 0.11  0.22
H4 -0.30 0.07 1.40  0.23
H5 -0.74 -2.33 1.06  0.12
H6 1.71 -0.33 -0.64  0.42
H7 2.19 1.90 -0.60  0.11

---

2.
Formula: C4H7NO2
Source: the OMol25 dataset
Level of theory: wB97M-V/def2-TZVPD

**Multiplicity**: 1
**HOMO level**: -9.20 eV
**Structure (SMILES)**: N[C@@H]1[C@H]2OCO[C@@H]12

Each line ends with the natural charge from an NBO analysis.
CARTESIAN COORDINATES (ANGSTROEM)
N1 -1.17 0.75 2.09  -0.78
C1 -0.50 0.75 0.84  -0.13
C2 -0.59 -0.52 0.11  0.03
O1 -0.63 -0.49 -1.36  -0.52
C3 0.83 -0.77 -1.66  0.21
O2 1.45 0.19 -0.67  -0.52
C4 0.75 -0.08 0.54  0.03
H1 -2.26 1.00 1.58  0.34
H2 -1.06 1.76 2.48  0.35
H3 -0.67 1.81 0.52  0.21
H4 -0.97 -1.42 0.75  0.21
H5 1.23 -0.20 -2.60  0.20
H6 1.05 -1.79 -1.52  0.17
H7 1.32 -0.33 1.33  0.19

---

3.
Formula: C4H7NO2
Source: the OMol25 dataset
Level of theory: wB97M-V/def2-TZVPD

**Multiplicity**: 1
**HOMO level**: -9.69 eV

Each line ends with the natural charge from an NBO analysis.
CARTESIAN COORDINATES (ANGSTROEM)
O1 -1.77 -0.18 -1.91  -0.56
N1 -0.54 0.45 -1.76  -0.12
C1 -0.05 0.17 -0.63  0.16
C2 1.30 0.56 -0.05  -0.45
C3 0.99 -0.63 0.85  -0.41
C4 -0.51 -0.52 0.71  0.05
O2 -1.24 0.24 1.62  -0.69
H1 -2.12 0.25 -2.70  0.48
H2 1.25 1.57 0.38  0.20
H3 2.22 0.45 -0.63  0.22
H4 1.43 -0.68 1.88  0.23
H5 0.86 -1.30 -0.17  0.24
H6 -1.04 -1.47 0.64  0.19
H7 -0.77 1.08 1.77  0.46

---

4.
Formula: C4H7NO2
Source: the OMol25 dataset
Level of theory: wB97M-V/def2-TZVPD

**Multiplicity**: 1
**HOMO level**: -9.35 eV
**Structure (SMILES)**: [H]/N=C(\C)OCC=O

Each line ends with the natural charge from an NBO analysis.
CARTESIAN COORDINATES (ANGSTROEM)
H1 -1.33 -1.02 0.90  0.39
N1 -0.98 -0.47 0.16  -0.77
C1 0.13 -0.66 -0.40  0.63
C2 0.69 -2.02 -0.75  -0.70
O1 0.87 0.47 -0.56  -0.49
C3 0.46 1.43 0.45  -0.17
C4 -0.98 1.90 0.31  0.44
O2 -1.68 2.22 1.25  -0.56
H2 1.75 -2.02 -0.96  0.23
H3 0.49 -2.65 0.12  0.24
H4 0.14 -2.49 -1.58  0.25
H5 0.55 0.99 1.45  0.20
H6 1.14 2.28 0.38  0.21
H7 -1.31 2.05 -0.74  0.11

---

5.
Formula: C4H7NO2
Source: the OMol25 dataset
Level of theory: wB97M-V/def2-TZVPD

**Multiplicity**: 1
**HOMO level**: -8.79 eV

Each line ends with the natural charge from an NBO analysis.
CARTESIAN COORDINATES (ANGSTROEM)
C1 -0.77 -1.13 0.44  -0.61
C2 -0.31 0.21 -0.14  -0.54
C3 -1.10 1.37 0.18  0.45
O1 -2.16 1.37 -0.53  -0.58
C4 1.14 0.54 -0.18  0.66
O2 1.52 1.70 -0.18  -0.65
N1 2.02 -0.51 -0.21  -0.83
H1 -0.34 -1.33 1.42  0.21
H2 -1.86 -1.16 0.53  0.22
H3 -0.50 -1.96 -0.23  0.21
H4 -1.50 0.47 -1.07  0.46
H5 -0.92 2.19 0.87  0.20
H6 1.71 -1.44 -0.43  0.39
H7 2.97 -0.27 -0.44  0.40

---

6.
Formula: C4H7NO2
Source: the OMol25 dataset
Level of theory: wB97M-V/def2-TZVPD

**Multiplicity**: 1
**HOMO level**: -10.25 eV
**Structure (SMILES)**: [H]/N=C/CC.O=C=O

Each line ends with the natural charge from an NBO analysis.
CARTESIAN COORDINATES (ANGSTROEM)
H1 1.82 1.44 0.97  0.35
N1 1.01 0.84 0.84  -0.69
C1 0.36 1.12 -0.21  0.18
C2 -0.96 0.50 -0.55  -0.47
C3 -1.49 -0.77 0.12  -0.61
H2 0.61 1.95 -0.88  0.16
H3 -1.11 0.49 -1.63  0.22
H4 -1.52 1.36 -0.16  0.23
H5 -0.90 -1.08 0.98  0.23
H6 -1.53 -1.62 -0.58  0.22
H7 -2.51 -0.58 0.44  0.21
O1 2.98 -0.90 0.87  -0.53
C4 2.04 -1.18 0.24  1.05
O2 1.20 -1.57 -0.46  -0.55

---

7.
Formula: C4H7NO2
Source: the OMol25 dataset
Level of theory: wB97M-V/def2-TZVPD

**Multiplicity**: 1
**HOMO level**: -10.03 eV
**Structure (SMILES)**: CC(=O)N(C)C=O

Each line ends with the natural charge from an NBO analysis.
CARTESIAN COORDINATES (ANGSTROEM)
C1 -2.00 0.19 -0.01  -0.71
C2 -0.65 0.72 0.40  0.69
O1 -0.52 1.76 1.02  -0.60
N1 0.45 -0.07 0.10  -0.54
C3 1.75 0.37 0.60  -0.41
C4 0.43 -1.14 -0.85  0.57
O2 0.61 -0.99 -2.02  -0.48
H1 -2.34 0.67 -0.93  0.25
H2 -2.70 0.44 0.79  0.25
H3 -2.03 -0.90 -0.17  0.21
H4 2.52 -0.36 0.32  0.21
H5 2.02 1.35 0.20  0.22
H6 1.72 0.44 1.69  0.22
H7 0.29 -2.15 -0.42  0.13

---

8.
Formula: C4H7NO2
Source: the OMol25 dataset
Level of theory: wB97M-V/def2-TZVPD

**Multiplicity**: 1
**HOMO level**: -10.20 eV
**Structure (SMILES)**: [H]/N=C(\C)OCC=O

Each line ends with the natural charge from an NBO analysis.
CARTESIAN COORDINATES (ANGSTROEM)
H1 0.22 -0.56 2.79  0.34
N1 0.74 0.05 2.16  -0.62
C1 0.54 -0.31 0.97  0.56
C2 -0.33 -1.44 0.47  -0.72
O1 1.27 0.30 -0.02  -0.52
C3 0.66 1.23 -0.90  -0.16
C4 -0.77 0.90 -1.31  0.40
O2 -1.72 1.55 -0.95  -0.49
H2 -0.44 -2.21 1.24  0.23
H3 -1.34 -1.08 0.22  0.24
H4 0.12 -1.88 -0.42  0.23
H5 0.67 2.24 -0.47  0.20
H6 1.29 1.21 -1.80  0.20
H7 -0.90 0.03 -1.99  0.11

---

9.
Formula: C4H7NO2
Source: the OMol25 dataset
Level of theory: wB97M-V/def2-TZVPD

**Multiplicity**: 1
**HOMO level**: -9.11 eV

Each line ends with the natural charge from an NBO analysis.
CARTESIAN COORDINATES (ANGSTROEM)
N1 1.88 0.74 1.74  -0.82
C1 0.81 0.85 0.92  0.59
O1 -0.04 1.71 0.93  -0.57
C2 0.14 -1.18 0.42  -0.26
C3 -1.14 -0.97 -0.26  -0.12
C4 -1.43 0.12 -1.22  -0.05
O2 -1.30 -1.20 -1.67  -0.49
H1 1.84 1.30 2.58  0.40
H2 2.25 -0.20 1.87  0.41
H3 0.87 -1.59 -0.30  0.16
H4 0.91 0.17 -0.01  0.15
H5 -2.00 -1.30 0.33  0.21
H6 -0.64 0.81 -1.50  0.19
H7 -2.44 0.53 -1.23  0.19

---

10.
Formula: C4H7NO2
Source: the OMol25 dataset
Level of theory: wB97M-V/def2-TZVPD

**Multiplicity**: 1
**HOMO level (spin up / spin down)**: -8.10 / -8.10 eV

Each line ends with the natural charge from an NBO analysis.
CARTESIAN COORDINATES (ANGSTROEM)
C1 -0.76 -1.40 1.19  -0.24
C2 -0.54 0.23 -0.46  -0.58
C3 -0.90 1.61 -0.30  0.36
O1 -2.01 2.09 -0.47  -0.58
C4 0.81 -0.25 -0.36  0.66
O2 1.00 -1.33 0.25  -0.59
N1 1.87 0.42 -0.85  -0.78
H1 -0.48 -0.75 2.01  0.20
H2 -1.79 -1.29 0.87  0.20
H3 -0.46 -2.43 1.30  0.20
H4 -1.21 -0.39 -1.06  0.25
H5 -0.07 2.27 0.08  0.09
H6 1.75 1.17 -1.52  0.41
H7 2.79 0.06 -0.68  0.41

---

11.
Formula: C4H7NO2
Source: the OMol25 dataset
Level of theory: wB97M-V/def2-TZVPD

**Multiplicity**: 1
**HOMO level**: -9.74 eV
**Structure (SMILES)**: O=CCCNC=O

Each line ends with the natural charge from an NBO analysis.
CARTESIAN COORDINATES (ANGSTROEM)
O1 -1.20 -1.85 0.63  -0.52
C1 -0.22 -1.46 1.20  0.45
C2 1.01 -1.03 0.44  -0.53
C3 0.72 0.16 -0.52  -0.20
N1 -0.63 0.59 -0.66  -0.64
C4 -1.09 1.87 -0.59  0.54
O2 -2.25 2.16 -0.42  -0.59
H1 -0.21 -1.47 2.31  0.12
H2 1.25 -1.89 -0.19  0.25
H3 1.77 -0.71 1.14  0.22
H4 1.22 -0.01 -1.47  0.19
H5 1.31 1.03 -0.19  0.21
H6 -1.37 -0.04 -0.95  0.42
H7 -0.31 2.65 -0.73  0.10

---

12.
Formula: C4H7NO2
Source: the OMol25 dataset
Level of theory: wB97M-V/def2-TZVPD

**Multiplicity**: 1
**HOMO level**: -9.12 eV

Each line ends with the natural charge from an NBO analysis.
CARTESIAN COORDINATES (ANGSTROEM)
O1 -0.48 1.37 -1.61  -0.71
C1 -0.63 0.68 -0.41  0.04
C2 -0.71 -0.86 -0.56  -0.25
N1 0.67 -1.11 0.00  -0.49
C3 0.77 -0.49 1.36  -0.28
C4 0.74 0.45 0.25  0.40
O2 1.86 0.79 -0.41  -0.79
H1 0.49 1.48 -1.71  0.50
H2 -1.40 1.15 0.21  0.18
H3 -1.48 -1.38 0.02  0.20
H4 -0.74 -1.17 -1.61  0.23
H5 1.67 -0.50 -0.58  0.50
H6 1.73 -0.67 1.82  0.24
H7 -0.10 -0.64 1.99  0.21

---

13.
Formula: C4H7NO2
Source: the OMol25 dataset
Level of theory: wB97M-V/def2-TZVPD

**Multiplicity**: 1
**HOMO level**: -8.94 eV

Each line ends with the natural charge from an NBO analysis.
CARTESIAN COORDINATES (ANGSTROEM)
C1 1.20 -1.28 -0.70  0.20
C2 0.35 1.34 -0.45  -0.71
C3 -0.35 0.01 -0.55  0.51
C4 -1.04 -0.30 1.01  0.11
O1 1.12 -1.27 0.57  -0.49
N1 -1.09 0.60 1.87  -0.66
O2 -0.98 -0.54 -1.44  -0.53
H1 -1.91 0.57 2.48  0.36
H2 2.00 -0.74 -1.22  0.16
H3 0.83 -2.15 -1.25  0.16
H4 -1.67 -1.18 0.91  0.15
H5 -0.36 2.07 -0.06  0.27
H6 0.74 1.62 -1.43  0.22
H7 1.17 1.24 0.26  0.25

---

14.
Formula: C4H7NO2
Source: the OMol25 dataset
Level of theory: wB97M-V/def2-TZVPD

**Multiplicity**: 1
**HOMO level**: -9.66 eV
**Structure (SMILES)**: O/N=C1/CC[C@H]1O

Each line ends with the natural charge from an NBO analysis.
CARTESIAN COORDINATES (ANGSTROEM)
O1 2.03 1.50 0.25  -0.58
N1 1.84 0.19 -0.18  -0.14
C1 0.61 -0.05 -0.38  0.19
C2 -0.07 -1.38 -0.62  -0.44
C3 -1.25 -0.80 0.19  -0.41
C4 -0.72 0.63 -0.11  0.05
O2 -0.86 1.65 0.83  -0.69
H1 2.99 1.54 0.37  0.48
H2 0.44 -2.27 -0.25  0.23
H3 -0.33 -1.52 -1.68  0.22
H4 -1.13 -1.02 1.26  0.21
H5 -2.27 -1.04 -0.12  0.21
H6 -1.15 0.99 -1.05  0.19
H7 -0.15 1.57 1.48  0.48

---

15.
Formula: C4H7NO2
Source: the OMol25 dataset
Level of theory: wB97M-V/def2-TZVPD

**Multiplicity**: 1
**HOMO level**: -9.75 eV
**Structure (SMILES)**: O=C[C@]1(CO)CN1

Each line ends with the natural charge from an NBO analysis.
CARTESIAN COORDINATES (ANGSTROEM)
O1 -2.32 1.13 -0.21  -0.54
C1 -1.20 0.96 -0.63  0.43
C2 -0.19 0.10 0.04  -0.13
C3 1.19 0.04 -0.61  -0.05
O2 2.31 0.21 0.19  -0.69
C4 -0.52 -1.25 0.59  -0.20
N1 -0.54 -0.12 1.47  -0.53
H1 -0.83 1.54 -1.50  0.12
H2 1.15 0.70 -1.49  0.16
H3 1.29 -0.97 -1.03  0.18
H4 2.22 1.06 0.65  0.47
H5 0.36 -1.86 0.77  0.21
H6 -1.41 -1.73 0.21  0.20
H7 -1.52 0.19 1.53  0.38

---

16.
Formula: C4H7NO2
Source: the OMol25 dataset
Level of theory: wB97M-V/def2-TZVPD

**Multiplicity**: 1
**HOMO level**: -8.93 eV

Each line ends with the natural charge from an NBO analysis.
CARTESIAN COORDINATES (ANGSTROEM)
C1 -1.35 -1.16 0.62  -0.64
C2 -1.44 0.15 -0.13  0.03
C3 -0.43 1.19 -0.09  0.34
O1 -1.50 1.28 0.78  -0.48
C4 1.61 0.75 -0.73  0.27
O2 0.85 0.84 0.39  -0.54
N1 2.67 -0.02 -0.51  -0.80
H1 -0.56 -1.14 1.38  0.23
H2 -2.31 -1.29 1.13  0.22
H3 -1.20 -2.01 -0.04  0.22
H4 -2.12 0.16 -0.98  0.18
H5 -0.36 1.96 -0.85  0.19
H6 3.25 -0.18 -1.32  0.40
H7 2.89 -0.54 0.34  0.38

---

17.
Formula: C4H7NO2
Source: the OMol25 dataset
Level of theory: wB97M-V/def2-TZVPD

**Multiplicity**: 1
**HOMO level**: -9.99 eV

Each line ends with the natural charge from an NBO analysis.
CARTESIAN COORDINATES (ANGSTROEM)
C1 -1.31 -1.14 0.14  -0.74
C2 -0.69 -0.92 -1.21  0.45
C3 0.13 2.00 0.14  -0.04
N1 0.51 1.58 1.26  -0.61
C4 2.68 -0.57 0.54  0.51
O1 2.63 -1.71 0.57  -0.51
O2 0.47 -0.64 -1.41  -0.54
H1 -0.71 -0.66 0.92  0.26
H2 -1.36 -2.22 0.33  0.24
H3 -2.34 -0.76 0.16  0.22
H4 -1.38 -1.03 -2.08  0.10
H5 -0.93 1.91 -0.13  0.15
H6 0.77 2.46 -0.62  0.16
H7 1.52 1.70 1.36  0.34

---

18.
Formula: C4H7NO2
Source: the OMol25 dataset
Level of theory: wB97M-V/def2-TZVPD

**Multiplicity**: 1
**HOMO level**: -8.67 eV

Each line ends with the natural charge from an NBO analysis.
CARTESIAN COORDINATES (ANGSTROEM)
C1 -1.48 -1.13 -0.24  -0.67
C2 -0.45 -0.11 0.14  0.09
N1 -0.64 1.01 0.77  -0.11
O1 -1.97 1.35 0.93  -0.55
C3 0.74 0.15 -0.61  -0.01
C4 2.04 0.46 0.04  -0.15
O2 2.39 -0.84 -0.50  -0.64
H1 -2.32 -0.66 -0.76  0.24
H2 -1.03 -1.88 -0.90  0.23
H3 -1.89 -1.65 0.63  0.24
H4 -1.88 2.28 1.19  0.48
H5 1.79 -0.76 -1.33  0.48
H6 2.63 1.28 -0.38  0.18
H7 2.13 0.43 1.13  0.19

---

19.
Formula: C4H7NO2
Source: the OMol25 dataset
Level of theory: wB97M-V/def2-TZVPD

**Multiplicity**: 1
**HOMO level (spin up / spin down)**: -8.53 / -8.53 eV

Each line ends with the natural charge from an NBO analysis.
CARTESIAN COORDINATES (ANGSTROEM)
O1 2.14 0.16 0.87  -0.69
C1 0.75 0.17 1.00  -0.06
C2 -0.07 1.22 0.31  -0.06
N1 -1.10 0.60 -0.37  -0.41
C3 -1.12 -0.73 -0.16  -0.25
C4 0.13 -1.13 0.44  0.48
O2 0.72 -2.19 0.50  -0.58
H1 2.37 -0.79 0.90  0.49
H2 0.46 0.17 2.07  0.21
H3 0.14 2.28 0.15  0.24
H4 -0.18 0.27 -2.80  -0.01
H5 -1.48 1.41 0.38  0.42
H6 -0.82 -0.11 -2.78  0.00
H7 -1.94 -1.33 -0.51  0.22

---

20.
Formula: C4H7NO2
Source: the OMol25 dataset
Level of theory: wB97M-V/def2-TZVPD

**Multiplicity**: 1
**HOMO level**: -8.68 eV
**Structure (SMILES)**: O[C@H]1CN=COC1

Each line ends with the natural charge from an NBO analysis.
CARTESIAN COORDINATES (ANGSTROEM)
O1 0.55 -1.99 -0.75  -0.71
C1 0.25 -0.83 0.00  0.04
C2 1.14 0.35 -0.38  -0.24
N1 0.43 1.57 -0.09  -0.57
C3 -0.46 1.70 0.79  0.43
O2 -1.49 0.86 0.89  -0.50
C4 -1.15 -0.23 -0.26  -0.10
H1 0.43 -2.77 -0.20  0.48
H2 0.32 -1.04 1.07  0.17
H3 2.07 0.41 0.21  0.21
H4 1.43 0.30 -1.43  0.21
H5 -0.39 2.53 1.51  0.18
H6 -1.99 -0.86 -0.04  0.20
H7 -1.18 0.11 -1.32  0.21

---

Relative energy (zero: lowest compared OMol25 entry of this formula, charge and spin)? In order: 20.9 124.1 121.5 55.9 75.4 18.5 22.7 48.6 136.6 99.5 33.6 110.2 111.9 76.4 68.6 81.6 54.1 155.1 129.3 68.3 kcal/mol.